No. 1
# C11H18

2 unconnected molecules or ions with the total composition C11H18 (wB97M-V/def2-TZVPD, the Open Molecules 2025 dataset).

Structure (ORCA input):
```
! wB97M-V def2-TZVPD RIJCOSX def2/J DEFGRID3
* xyz 0 1
C 2.17548 0.65043 -2.52166
C 0.91133 -0.05454 -2.14487
C 0.80631 -1.17955 -1.34643
C -0.41876 -1.79202 -1.00497
C -1.54924 -1.17105 -1.47034
C -1.50183 0.06680 -2.05363
C -0.31225 0.58967 -2.53972
H 2.18428 1.60746 -1.98536
H 2.24704 0.71220 -3.60969
H 2.99428 0.12049 -2.02825
H 1.71641 -1.76761 -1.20506
H -0.50296 -2.81384 -0.64948
H -2.43288 -1.70432 -1.10580
H -2.42435 0.60602 -2.26590
H -0.18127 1.33312 -3.30646
C -0.84811 0.71945 4.05148
C 0.04457 0.18930 2.90005
C -0.78437 -0.09591 1.64295
C 1.08150 1.28049 2.52798
H -1.82884 1.01973 3.68013
H -0.39430 1.61243 4.44641
H -1.12453 -0.01068 4.80746
H 0.61809 -0.68680 3.23030
H -0.15549 -0.16850 0.76198
H -1.44406 -0.95663 1.67884
H -1.35625 0.82085 1.43794
H 2.05736 0.80671 2.38758
H 0.73532 1.93839 1.72714
H 1.30086 1.90099 3.40853
*
```

## Properties
Energy = -429.89142 hartree
Frontier orbital gap = 0.367 hartree
SMILES string = Cc1ccccc1.CC(C)C

=====

No. 2
# C11H15NOS

C11H15NOS in the gas phase (wB97M-V/def2-TZVPD, the Open Molecules 2025 dataset).

Structure (ORCA input):
```
! wB97M-V def2-TZVPD RIJCOSX def2/J DEFGRID3
* xyz 0 1
C 3.29279 -1.41957 0.04781
C 3.12858 -0.79218 -1.14418
C 2.65520 -1.01697 1.14164
C 2.26186 0.34033 -1.24864
C 1.63637 -0.00950 1.09835
C 1.42912 0.56254 -0.18276
C 0.95568 0.50215 2.24842
C -1.31475 -0.38939 -1.65052
C -2.09422 -0.91567 0.72597
C -3.21544 0.84784 -0.49837
C -1.87196 0.21258 -0.27380
N -1.10419 1.22760 0.34055
O 0.55229 2.99932 0.62542
S 0.11225 1.93920 -0.33660
H 4.01757 -2.18601 0.13174
H 3.47712 -1.12113 -2.18108
H 2.91865 -1.38256 2.18242
H 2.06466 0.88833 -2.15251
H 0.87540 0.06631 3.18629
H 0.45619 1.45964 2.29807
H -0.31088 -0.69489 -1.21147
H -1.88308 -1.20038 -1.95816
H -0.96082 0.42387 -2.30877
H -1.89540 -0.50029 1.78059
H -1.60086 -1.81195 0.47685
H -3.11064 -1.08452 0.60006
H -3.77691 0.17810 -1.09597
H -3.64128 1.15610 0.48037
H -3.05329 1.72112 -1.12173
*
```

## Properties
Energy = -956.13238 hartree
Frontier orbital gap (alpha / beta) = 0.229 / 0.287 hartree

=====

No. 3
# C27H66BrN2O7S6

7 unconnected molecules or ions with the total composition C27H66BrN2O7S6 (wB97M-V/def2-TZVPD, the Open Molecules 2025 dataset).

Structure (ORCA input):
```
! wB97M-V def2-TZVPD RIJCOSX def2/J DEFGRID3
* xyz 1 1
C -3.65495 -1.40202 0.26643
O -3.32954 -0.86560 -0.99125
C -2.12496 -1.39033 -1.56527
C -0.97758 -0.40300 -1.60514
C -1.27197 0.88638 -2.36576
C -2.32392 1.78391 -1.71100
C -2.09170 2.02262 -0.21884
C -2.81824 3.25339 0.34004
C -4.25338 2.91800 0.77645
C -5.23148 2.69391 -0.36640
C -5.20702 3.54243 -1.58106
N -6.33502 3.46210 -2.18604
Br -6.68159 4.29933 -3.79986
C -7.32498 2.59414 -1.48323
C -6.74611 2.63664 -0.06387
C -7.12812 1.49995 0.88995
C -7.32661 0.12341 0.25964
C -7.70305 -0.90583 1.32089
N -7.92839 -2.25807 0.79463
H -3.59623 -2.49234 0.26847
H -4.68131 -1.11796 0.49848
H -3.01139 -0.99978 1.05689
H -2.36990 -1.74576 -2.56711
H -1.81137 -2.26076 -0.98222
H -0.58429 -0.18583 -0.61094
H -0.16138 -0.89713 -2.13234
H -0.34801 1.45364 -2.50419
H -1.62076 0.62382 -3.36890
H -2.37858 2.74162 -2.24059
H -3.28419 1.28136 -1.84809
H -2.45840 1.16016 0.33793
H -1.02311 2.10495 -0.01581
H -2.78575 4.04897 -0.41150
H -2.30097 3.64923 1.21191
H -4.18610 1.96713 1.29883
H -4.60322 3.66423 1.49052
H -5.00562 1.68374 -0.75367
H -4.39810 4.16189 -1.93988
H -7.29975 1.61312 -1.94999
H -8.29780 3.06620 -1.57991
H -7.06175 3.57502 0.39724
H -6.32591 1.40418 1.62134
H -8.02354 1.77828 1.44595
H -6.40071 -0.20728 -0.22389
H -8.11759 0.13711 -0.49604
H -8.60111 -0.56996 1.84053
H -6.90975 -0.94230 2.07113
H -7.48537 -2.36702 -0.10658
H -8.91511 -2.43658 0.68751
C 4.47444 -0.60824 -3.52955
S 2.86703 0.09619 -3.17086
O 2.09316 -0.95160 -2.43666
C 2.26311 0.11580 -4.85273
H 4.99067 -0.73622 -2.57866
H 4.34453 -1.57304 -4.02031
H 5.02840 0.07911 -4.16836
H 2.27050 -0.89717 -5.25773
H 2.88726 0.78443 -5.44334
H 1.24423 0.49813 -4.83473
C 2.28796 4.66219 -4.18735
S 2.53076 4.31214 -5.93302
O 2.96104 2.88919 -6.01626
C 4.00962 5.30956 -6.12733
H 1.42716 4.08627 -3.85294
H 3.17334 4.35890 -3.62898
H 2.09376 5.72662 -4.05585
H 4.77311 4.96378 -5.43108
H 3.76592 6.35625 -5.94681
H 4.35701 5.18530 -7.15045
C 3.18701 -3.28593 -0.56509
S 3.59203 -2.12686 0.74179
O 4.77022 -1.33642 0.27637
C 4.20363 -3.35986 1.89433
H 2.81413 -2.71355 -1.41166
H 4.08361 -3.84300 -0.84140
H 2.41289 -3.96637 -0.20899
H 5.03727 -3.89906 1.44609
H 3.38713 -4.03483 2.15240
H 4.54985 -2.84004 2.78518
C -4.60549 1.01381 5.77982
S -3.79099 0.62258 4.23184
O -4.80079 0.82487 3.14869
C -3.67810 -1.14621 4.50470
H -4.81013 2.08206 5.78655
H -5.53822 0.45484 5.85054
H -3.94080 0.76282 6.60561
H -4.67637 -1.55343 4.66384
H -3.04103 -1.33489 5.36806
H -3.23261 -1.59090 3.61737
C 9.82752 -3.02531 0.46028
S 8.22013 -2.31196 0.83023
O 7.44891 -3.35932 1.55941
C 7.61975 -2.30579 -0.85751
H 10.35780 -3.15611 1.40125
H 9.69369 -3.99079 -0.02733
H 10.38354 -2.34259 -0.18177
H 7.64077 -3.32325 -1.25026
H 8.24743 -1.64655 -1.45799
H 6.59773 -1.93100 -0.82163
C 7.93763 -2.94837 4.73581
S 7.02921 -2.89684 6.28153
O 7.47416 -1.68280 7.01359
C 7.86464 -4.29644 7.04016
H 7.59908 -2.11752 4.12174
H 9.00466 -2.85036 4.93890
H 7.72650 -3.88103 4.21444
H 8.93500 -4.09656 7.08448
H 7.66292 -5.19656 6.45957
H 7.46843 -4.41129 8.04667
*
```

## Properties
Energy = -6667.22414 hartree
Frontier orbital gap = 0.218 hartree

=====

No. 4
# C21H28N6O3

C21H28N6O3 in the gas phase (wB97M-V/def2-TZVPD, the Open Molecules 2025 dataset).

Structure (ORCA input):
```
! wB97M-V def2-TZVPD RIJCOSX def2/J DEFGRID3
* xyz 0 1
C -4.86756 -3.21020 -1.32706
O -3.48523 -3.49221 -1.29827
C -2.67509 -2.39301 -0.99119
C -2.75480 -1.97431 0.49235
N -1.76281 -0.97681 0.78718
C -0.50842 -1.11114 1.28299
C 0.15292 -2.42167 1.59308
N 1.47202 -2.56130 0.99985
C 1.43253 -2.34428 -0.44045
C 2.83647 -2.47312 -1.03547
N 3.74669 -1.53926 -0.40554
C 3.66499 -0.18701 -0.73418
C 4.40500 0.76552 -0.02131
C 4.36441 2.10506 -0.35022
C 3.59117 2.55349 -1.40779
C 2.87964 1.62422 -2.14461
C 2.91437 0.28134 -1.81944
C 3.83431 -1.90192 0.99711
C 2.46930 -1.72793 1.66390
N 0.11676 0.05232 1.37892
C -0.75026 0.97232 0.91145
C -1.93855 0.36921 0.53501
C -3.04372 1.11032 0.01478
O -4.12064 0.66543 -0.34366
N -2.74494 2.47328 -0.05008
C -3.77879 3.36238 -0.55476
C -1.55769 3.10503 0.30265
O -1.43017 4.30350 0.18261
N -0.54495 2.30878 0.79396
C 0.73229 2.88609 1.15287
H -5.07351 -2.31117 -1.91666
H -5.27656 -3.07460 -0.32088
H -5.34292 -4.07102 -1.79322
H -1.65298 -2.70516 -1.22695
H -2.93893 -1.52600 -1.61418
H -2.61296 -2.84776 1.13201
H -3.73507 -1.53392 0.68889
H 0.26199 -2.53146 2.67647
H -0.46724 -3.24106 1.22068
H 0.77303 -3.10158 -0.87581
H 1.03731 -1.34598 -0.68924
H 2.81385 -2.32268 -2.11434
H 3.21844 -3.48000 -0.84546
H 5.03562 0.46357 0.79941
H 4.94495 2.80792 0.22986
H 3.55025 3.60278 -1.65619
H 2.27792 1.94590 -2.98290
H 2.33886 -0.39568 -2.43024
H 4.57659 -1.30024 1.51634
H 4.14636 -2.94836 1.05082
H 2.52072 -2.04618 2.70827
H 2.18978 -0.66572 1.62868
H -4.64618 2.75325 -0.79761
H -4.03211 4.10172 0.20437
H -3.41794 3.88377 -1.44079
H 0.64032 3.96754 1.07898
H 0.98851 2.59212 2.16982
H 1.50841 2.52976 0.47331
*
```

## Properties
Energy = -1371.32475 hartree
Frontier orbital gap = 0.308 hartree
SMILES string = COCCn1c(CN2CCN(c3ccccc3)CC2)nc2c1c(=O)n(C)c(=O)n2C

=====

Maximum force for every record listed, in sequence, given in hartree/bohr: 0.0534; 0.1119; 0.0130; 0.0271.